No. 1
Molecular formula: C35H47MoN8O10P2S
Method: DFT, ωB97M-V with the def2-TZVPD basis set

XYZ file:
```
104
Properties=species:S:1:pos:R:3:forces:R:3
Mo -0.5083 -0.1145 0.3627 -0.809 0.239 1.126
C -1.2933 4.1101 5.1062 0.192 -0.082 -0.052
C -0.0360 3.3783 4.6419 -0.209 0.029 0.608
N 0.0320 3.2716 3.1958 -0.410 -0.814 -0.204
C 0.8972 4.1776 2.4680 0.362 0.443 -0.437
C 0.2034 5.4752 2.0668 0.082 -0.202 0.137
C -0.7209 2.3720 2.5582 0.390 0.834 -1.263
S -0.7601 2.4135 0.8336 0.145 -0.431 0.239
N -1.4456 1.5328 3.2802 -0.750 -0.815 0.908
C -2.1262 0.4872 2.8707 1.050 0.813 -1.074
O -2.1128 -0.0260 1.6609 -0.717 0.151 1.292
C -2.8359 -0.2367 3.9218 -0.664 -0.460 0.515
C -3.6198 -1.3584 3.6371 0.115 0.352 -0.089
C -4.1342 -2.1268 4.6610 -0.115 -0.068 0.100
C -3.8857 -1.7880 5.9820 -0.046 0.130 -0.075
C -3.1719 -0.6345 6.2761 -0.028 -0.163 0.180
C -2.6504 0.1365 5.2597 -0.072 0.005 -0.327
H -1.2832 4.2050 6.1887 -0.041 -0.011 0.124
H -2.1782 3.5568 4.8040 -0.104 -0.012 0.006
H -1.3414 5.1088 4.6816 -0.022 0.097 -0.045
H -0.0210 2.3710 5.0653 0.118 0.155 0.004
H 0.8509 3.9170 4.9771 0.010 -0.124 -0.051
H 1.2485 3.6672 1.5654 0.006 0.028 0.286
H 1.7588 4.3937 3.1024 -0.037 -0.087 -0.026
H -0.7159 5.2557 1.5319 -0.099 0.027 -0.091
H 0.8561 6.0499 1.4173 0.071 0.098 -0.083
H -0.0286 6.0783 2.9383 -0.080 0.140 0.107
H -3.8159 -1.6167 2.6082 0.029 -0.040 -0.009
H -4.7312 -2.9986 4.4429 -0.043 -0.090 -0.093
H -4.2721 -2.4107 6.7739 -0.040 -0.027 0.117
H -3.0119 -0.3447 7.3038 0.014 0.017 0.081
H -2.0940 1.0350 5.4756 0.094 -0.002 0.029
O 3.6316 0.2205 1.0664 0.259 0.053 -0.280
C 2.6130 0.0435 0.4327 -0.136 -0.075 0.445
O 1.4432 0.2601 0.9864 0.135 0.331 -0.305
C 2.6440 -0.4397 -0.9833 0.866 0.327 -0.503
C 3.7730 -0.1824 -1.7456 -0.733 -0.172 0.679
C 3.7859 -0.5315 -3.0943 -1.379 -0.505 -0.223
C 2.6600 -1.0455 -3.7108 0.672 0.342 -0.147
C 1.5113 -1.3028 -2.9580 1.021 0.096 0.888
C 1.5258 -1.1004 -1.5388 -0.882 -0.504 0.466
O 0.5428 -1.5015 -0.7915 1.158 -0.128 -0.873
N 0.3374 -1.5917 -3.6128 -2.538 -0.429 -0.892
O -0.7446 -1.8234 -3.0015 2.271 0.262 -1.056
O 0.3092 -1.5441 -4.8849 0.669 -0.052 1.336
N 4.9660 -0.2988 -3.8922 0.398 0.016 -0.319
O 4.9339 -0.6547 -5.0504 0.005 -0.066 -0.331
O 5.9153 0.2265 -3.3556 0.142 0.133 0.206
H 4.6288 0.2902 -1.2867 0.036 0.009 0.026
H 2.6539 -1.2175 -4.7769 0.073 -0.013 0.039
N -2.2775 0.5106 -0.9930 -0.179 0.092 0.262
C -1.8437 0.7662 -2.3733 0.183 0.132 -0.307
C -2.7291 1.8067 -3.0670 0.317 -0.037 -0.157
C -2.2448 2.2086 -4.4638 0.033 -0.149 0.044
C -1.9616 1.0388 -5.4038 0.367 0.379 -0.032
N -3.1380 0.2036 -5.5656 -0.291 -0.052 -0.129
C -3.2207 -1.1237 -5.6090 -0.459 0.197 0.026
N -4.4644 -1.6521 -5.7631 0.038 -0.129 -0.018
N -2.1984 -1.9249 -5.4496 0.733 -0.055 -0.201
C -0.3345 1.1376 -2.3260 -1.197 -0.302 -0.118
O 0.2634 1.5075 -3.3093 0.247 0.086 -0.360
O 0.1837 0.9465 -1.1715 0.991 0.659 -0.504
H -3.0992 -0.0904 -0.9923 0.179 0.132 0.084
H -2.5649 1.4029 -0.5714 0.070 -0.340 0.079
H -1.8883 -0.1899 -2.9110 -0.097 0.403 0.145
H -2.7634 2.7134 -2.4565 -0.083 -0.028 0.054
H -3.7473 1.4066 -3.1250 0.000 0.035 0.086
H -1.3094 2.7567 -4.3735 -0.086 0.068 -0.080
H -2.9838 2.8771 -4.9101 -0.047 0.034 -0.072
H -1.1257 0.4555 -5.0276 -0.025 -0.066 0.026
H -1.6672 1.4339 -6.3808 0.036 -0.088 0.058
H -3.9818 0.7203 -5.7666 -0.026 -0.173 0.011
H -5.2148 -1.0637 -6.0828 0.024 -0.005 0.025
H -4.5505 -2.6262 -6.0033 0.028 0.082 -0.011
H -1.1644 -1.6661 -5.2788 -1.067 -0.042 -0.105
H -2.3808 -2.9138 -5.3926 -0.069 0.023 -0.032
C -3.5282 -2.3270 -0.1560 0.350 0.061 0.213
P -1.7481 -2.3440 0.3141 -0.188 -0.628 -0.091
C -1.1472 -3.6962 -0.7512 0.011 0.243 -0.151
C -1.7165 -3.1723 1.9395 0.049 0.186 0.080
C -2.5002 -4.2905 2.2057 0.062 -0.033 0.027
C -2.4058 -4.9329 3.4268 -0.014 0.014 -0.022
C -1.5363 -4.4522 4.3940 0.085 0.005 0.009
C -0.7400 -3.3516 4.1289 -0.056 0.014 0.020
C -0.8167 -2.7076 2.8996 -0.059 0.065 -0.208
P 0.3356 -1.3855 2.3608 0.107 -0.426 0.265
C 1.8357 -2.4002 2.1035 -0.030 0.152 -0.136
C 0.8083 -0.5215 3.8966 -0.121 0.041 -0.091
H -4.0713 -1.5464 0.3772 0.008 0.003 -0.067
H -3.9778 -3.2932 0.0673 -0.041 0.028 -0.027
H -3.5780 -2.1731 -1.2343 -0.092 0.048 -0.061
H -1.7898 -4.5714 -0.6604 -0.054 0.010 0.101
H -0.1286 -3.9581 -0.4708 -0.020 0.015 0.017
H -1.1372 -3.3255 -1.7765 0.018 -0.268 0.209
H -3.1762 -4.6826 1.4604 -0.089 -0.032 -0.082
H -3.0039 -5.8101 3.6246 -0.065 -0.050 0.015
H -1.4611 -4.9540 5.3462 -0.007 -0.025 0.119
H -0.0559 -2.9964 4.8848 0.088 0.028 0.092
H 1.8903 -3.1512 2.8933 -0.039 0.033 -0.039
H 2.7126 -1.7544 2.1639 -0.013 -0.056 -0.035
H 1.8162 -2.8937 1.1315 -0.019 0.014 0.007
H 1.3738 -1.2096 4.5262 0.023 0.017 -0.010
H -0.0699 -0.1699 4.4332 0.072 -0.016 0.026
H 1.4471 0.3228 3.6331 -0.021 -0.052 -0.052
```
Forces are in eV/Å.

HOMO level: -9.7 eV
Total charge: +1
DFT total energy: -3701.2804 Ha
Orbital gap: 6.15 eV

---

No. 2
Molecular formula: C35H48Br3N3O18
Method: DFT, ωB97M-V with the def2-TZVPD basis set

XYZ file:
```
107
Properties=species:S:1:pos:R:3:forces:R:3
C 3.4080 -3.6195 6.7714 0.361 -0.417 -1.284
C 2.2949 -3.5282 5.9208 -1.256 0.781 0.836
C 1.1576 -2.8397 6.3728 0.844 0.620 0.954
C 1.2305 -2.1255 7.6070 2.024 -0.267 -1.100
C 2.4129 -2.1031 8.3438 0.690 -0.436 -0.574
C 3.5305 -2.8806 7.9023 -2.000 0.689 1.415
N 0.1265 -1.2392 7.9911 -0.666 -2.815 -1.045
O -0.0116 -0.9886 9.1417 0.371 1.285 2.212
O -0.7234 -1.0795 7.1497 -0.499 0.972 -0.942
H 4.2543 -4.2514 6.5457 0.005 -0.071 -0.519
H 2.2564 -3.8851 4.9022 0.219 -0.583 0.163
H 0.2306 -2.7686 5.8233 0.165 -0.040 -0.238
H 2.5324 -1.4780 9.2164 -0.291 -0.006 0.086
H 4.4081 -2.9961 8.5210 0.033 0.298 0.029
C -3.9282 3.9411 -10.7685 0.592 0.539 0.531
C -2.7913 3.9141 -9.9420 -0.874 -0.127 0.952
C -2.9193 3.5380 -8.5992 -0.680 -1.316 0.046
C -4.1897 3.1315 -8.0943 1.111 1.424 -1.556
C -5.3065 3.2900 -8.8904 0.143 -0.693 -0.349
C -5.1785 3.6574 -10.2496 -0.118 -0.369 1.133
N -4.3457 2.5948 -6.7459 -2.885 -1.427 0.340
O -5.4776 2.1061 -6.4507 2.275 1.198 -0.718
O -3.4103 2.5776 -6.0012 0.833 0.230 0.317
H -3.7694 4.2840 -11.7802 -0.316 -0.202 -0.205
H -1.8262 4.2088 -10.3269 0.045 -0.123 -0.027
H -2.0567 3.3214 -7.9866 0.143 0.445 0.094
H -6.2230 2.9620 -8.4225 -0.342 0.233 -0.370
H -6.0806 3.6569 -10.8434 0.084 0.182 -0.182
C 4.4944 -10.6041 3.8570 -0.118 0.462 -0.404
C 4.1251 -10.6367 5.1812 -0.348 0.452 1.354
C 2.8128 -10.3802 5.6217 0.370 -0.003 -0.567
C 1.8467 -10.1134 4.6585 0.586 0.128 0.123
C 2.2242 -10.0149 3.3326 -0.191 -0.487 -0.723
C 3.5433 -10.2828 2.9168 -1.441 -0.066 0.127
N 0.4247 -9.8793 5.0898 0.665 0.235 -0.371
O -0.3521 -9.4387 4.2311 0.814 -0.826 1.848
O 0.2126 -10.1364 6.2750 -0.671 0.537 -1.649
H 5.5170 -10.7014 3.5233 0.121 -0.337 0.270
H 4.9004 -10.7574 5.9233 -0.031 -0.202 0.164
H 2.5337 -10.3070 6.6624 0.203 -0.293 0.047
H 1.4419 -9.8168 2.6149 0.064 0.115 -0.163
H 3.7769 -10.3217 1.8630 -0.020 0.292 -0.055
C -6.9793 -6.4399 -9.9841 -0.678 1.077 0.280
C -8.0705 -5.6738 -9.2573 0.043 0.407 -0.462
O -7.9876 -5.9008 -7.8420 1.164 1.158 1.274
C -7.0708 -5.1334 -7.1407 0.390 2.086 -0.953
O -6.4066 -4.1861 -7.6069 -1.776 -2.908 1.260
O -7.0930 -5.5184 -5.8395 -0.050 0.144 -1.005
C -6.3563 -4.7767 -4.8549 0.948 0.077 0.275
H -6.0610 -5.8612 -9.8846 0.200 -0.395 0.097
H -7.2857 -6.3816 -11.0285 0.313 -0.692 -0.158
H -6.9196 -7.4297 -9.5314 0.200 -0.091 -0.564
H -9.0715 -5.9345 -9.6010 -0.028 -0.722 0.552
H -8.0478 -4.6218 -9.5419 0.484 0.260 0.578
H -6.8363 -3.8614 -4.5086 -0.468 -0.204 -0.294
H -5.3428 -4.4891 -5.1345 -0.140 -0.050 -0.793
H -6.1758 -5.4400 -4.0090 -0.597 -0.148 -0.089
C 5.5609 4.4725 5.7024 0.155 0.274 -0.593
C 6.4325 4.4383 6.9192 -0.144 -0.293 0.156
O 5.4804 4.5465 8.0102 -0.595 0.458 0.646
C 5.7189 3.9237 9.1639 2.200 -0.634 0.301
O 6.6240 3.1105 9.2752 -1.550 0.797 0.408
O 4.9849 4.3311 10.2249 1.212 -2.589 -0.077
C 4.0883 5.3781 10.1767 -0.840 0.935 -1.806
H 5.1880 3.4746 5.4715 -0.266 0.159 0.063
H 6.1126 4.8309 4.8333 0.061 -0.049 -0.037
H 4.7564 5.1815 5.8974 -0.148 -0.180 -0.240
H 7.1124 5.2877 6.9842 -0.088 0.043 0.098
H 7.0153 3.5180 6.9577 -0.133 0.080 0.409
H 3.3222 5.3345 10.9508 0.850 0.036 0.625
H 3.4755 5.2809 9.2806 0.113 0.339 -0.354
H 4.7267 6.2583 10.1001 -0.831 0.614 0.398
C -2.5886 12.5985 2.1131 0.996 -0.206 0.457
C -3.0508 11.1528 1.8856 -1.865 0.986 -1.101
O -2.2190 10.2557 2.5441 2.599 2.569 0.548
C -2.4843 9.0246 2.7077 -2.739 -3.308 -0.137
O -3.4795 8.4546 2.2914 0.630 0.205 0.109
O -1.5519 8.4781 3.4589 1.811 -0.308 0.812
C -1.4980 7.1158 3.9334 -1.214 -0.066 -0.418
H -1.7929 12.8332 1.4061 0.146 -0.052 0.063
H -2.1580 12.6813 3.1110 0.060 -0.059 0.073
H -3.2792 13.4388 2.0418 -0.640 -0.634 -0.215
H -3.0363 10.9677 0.8115 0.035 -0.290 -0.047
H -4.0751 10.9602 2.2044 -0.069 0.174 0.119
H -2.1460 6.4444 3.3699 -0.027 0.261 -0.346
H -1.8845 7.0808 4.9519 0.289 0.212 0.079
H -0.4814 6.7268 3.8761 -0.012 0.512 0.005
C 5.3835 1.7540 -3.9078 -0.403 -0.110 0.338
C 5.3895 0.8611 -5.0900 2.261 -1.140 0.313
O 4.3429 -0.1035 -5.1076 -2.342 0.372 -1.536
C 3.3255 0.0315 -6.0357 1.640 2.876 -2.187
O 3.3105 0.9712 -6.8779 -0.633 -3.261 2.694
O 2.5309 -1.0159 -5.9156 -0.378 -0.025 1.017
C 1.4391 -1.3648 -6.7683 0.553 -0.295 -1.941
H 6.3340 2.2833 -3.9752 -0.268 0.545 0.167
H 5.3847 1.2146 -2.9607 -0.297 0.043 -0.011
H 4.4958 2.3720 -4.0422 0.250 0.529 0.608
H 6.2365 0.1804 -5.0045 0.374 0.089 0.027
H 5.6809 1.5156 -5.9114 -1.335 -0.575 -0.923
H 0.7412 -2.0825 -6.3372 0.261 0.551 0.878
H 1.8743 -1.9351 -7.5889 0.186 -0.047 -0.154
H 0.9184 -0.5596 -7.2865 0.118 0.448 0.711
C -0.7663 -1.5793 -0.3457 0.334 0.024 1.184
Br 1.0143 -0.8006 0.2663 -1.642 -0.493 -0.548
Br -2.3378 -0.7328 0.6123 1.499 -0.704 -0.920
Br -0.7196 -3.5254 -0.0506 -0.143 0.970 -0.125
H -0.8530 -1.4262 -1.4214 -0.041 0.205 0.413
```
Forces are in eV/Å.

HOMO level: -9.9 eV
Energy above the lowest of the compared OMol25 structures with the same formula, charge and spin: 1.3 kcal/mol
Total charge: 0
Structure (SMILES): O=[N+]([O-])c1ccccc1.O=[N+]([O-])c1ccccc1.O=[N+]([O-])c1ccccc1.CCOC(=O)OC.CCOC(=O)OC.CCOC(=O)OC.CCOC(=O)OC.BrC(Br)Br
DFT total energy: -10602.6955 Ha
Orbital gap: 9.25 eV